No. 1
Molecular formula: C33H37BrIN3O8PSTi
Method: DFT, ωB97M-V/def2-TZVPD

Summary:
- Net charge: -1
- Lowest unoccupied orbital energy (spin up / spin down): 2.2 / 2.2 eV
- E_HOMO (spin up / spin down): -2.5 / -5.2 eV
- ΔE to the lowest compared entry with this formula, charge and spin: 0.6928 eV
- ⟨S²⟩: 2.025
- Multiplicity: 3

CARTESIAN COORDINATES (ANGSTROEM)
Ti  0.19  -0.42  1.03
O  -0.82  -2.27  1.00
S  0.01  -2.78  -0.14
O  -0.74  -3.00  -1.34
N  1.22  -1.73  -0.30
C  2.48  -2.12  0.27
C  3.44  -2.81  -0.46
C  4.68  -3.09  0.12
C  4.94  -2.71  1.42
C  3.98  -2.03  2.20
C  4.19  -1.62  3.55
C  3.12  -1.06  4.24
C  1.91  -0.86  3.63
N  1.69  -1.15  2.30
C  2.72  -1.76  1.61
C  0.59  -4.36  0.42
C  1.15  -5.23  -0.51
C  1.51  -6.50  -0.11
C  1.30  -6.90  1.21
C  0.76  -6.02  2.13
C  0.40  -4.73  1.74
H  3.22  -3.10  -1.48
H  5.43  -3.62  -0.45
H  5.90  -2.93  1.87
H  5.16  -1.75  4.01
H  3.23  -0.77  5.28
H  1.06  -0.48  4.18
H  1.27  -4.91  -1.54
H  1.94  -7.19  -0.83
H  1.56  -7.90  1.51
H  0.60  -6.33  3.15
H  -0.03  -4.03  2.43
O  2.58  2.91  1.68
C  1.55  2.55  2.19
C  0.90  3.22  3.40
C  -0.27  2.32  3.76
C  -0.23  1.30  2.65
O  -0.95  0.25  2.60
N  0.77  1.46  1.79
H  0.58  4.23  3.12
H  1.64  3.32  4.19
H  -1.24  2.83  3.77
H  -0.16  1.80  4.72
Br  -5.57  3.83  1.22
C  -4.17  5.09  1.46
C  -4.53  6.37  1.83
C  -3.55  7.34  2.01
C  -2.22  7.01  1.81
C  -1.87  5.73  1.42
C  -2.84  4.74  1.24
I  -2.19  2.86  0.70
H  -5.57  6.61  1.97
H  -3.83  8.34  2.30
H  -1.44  7.76  1.94
H  -0.83  5.48  1.24
C  -2.87  -0.72  -3.29
C  -3.20  0.62  -2.65
C  -4.01  1.49  -3.60
C  -4.00  0.39  -1.37
O  -2.00  1.40  -2.41
P  -0.68  0.99  -1.63
O  0.21  2.15  -1.50
O  -1.12  0.27  -0.31
O  -0.04  -0.19  -2.47
C  0.94  -0.05  -3.53
C  2.30  0.26  -2.93
C  0.51  1.03  -4.52
C  0.95  -1.42  -4.20
H  -3.79  -1.26  -3.50
H  -2.24  -1.33  -2.65
H  -2.33  -0.56  -4.23
H  -4.95  1.01  -3.86
H  -3.44  1.67  -4.52
H  -4.22  2.46  -3.14
H  -4.90  -0.16  -1.61
H  -4.28  1.34  -0.91
H  -3.42  -0.18  -0.64
H  2.25  1.20  -2.37
H  3.04  0.35  -3.73
H  2.60  -0.53  -2.24
H  0.57  2.01  -4.06
H  -0.51  0.86  -4.85
H  1.17  1.00  -5.39
H  1.07  -2.19  -3.44
H  1.77  -1.48  -4.92
H  0.00  -1.61  -4.71

No. 2
Molecular formula: C33H37Cl44O2P
Method: DFT, ωB97M-V/def2-TZVPD

Summary:
- Lowest unoccupied orbital energy: -0.4 eV
- E_HOMO: -8.0 eV
- SMILES string: CCCCCCCCC1=C(P(C)C)C(=O)C([C@H](C)CC)=C(CC)C1=O.ClC(Cl)(Cl)Cl.ClC(Cl)(Cl)Cl.ClC(Cl)(Cl)Cl.ClC(Cl)(Cl)Cl.ClC(Cl)(Cl)Cl.ClC(Cl)(Cl)Cl.ClC(Cl)(Cl)Cl.ClC(Cl)(Cl)Cl.ClC(Cl)(Cl)Cl.ClC(Cl)(Cl)Cl.ClC(Cl)(Cl)Cl
- Multiplicity: 1

CARTESIAN COORDINATES (ANGSTROEM)
C  0.62  3.77  5.94
C  0.47  2.45  5.16
C  -0.76  2.49  4.19
C  -0.38  1.67  2.94
C  -1.37  1.87  1.77
C  -0.75  1.34  0.44
C  -1.64  0.22  -0.10
C  -1.04  -0.60  -1.28
C  0.47  -0.60  -1.38
C  1.22  -1.61  -0.98
P  0.62  -3.16  -0.19
C  2.08  -3.85  0.76
C  -0.53  -2.67  1.19
C  2.71  -1.50  -1.19
O  3.33  -2.44  -1.57
C  3.30  -0.14  -0.94
C  4.66  -0.04  -0.32
C  5.71  -0.91  -1.09
C  4.65  -0.54  1.15
C  5.95  -0.07  1.86
C  2.57  0.88  -1.32
C  3.00  2.31  -1.16
C  1.87  3.20  -0.59
C  1.23  0.57  -1.96
O  0.82  1.22  -2.87
H  0.42  4.64  5.33
H  0.00  3.73  6.84
H  1.66  3.84  6.28
H  0.41  1.57  5.81
H  1.34  2.33  4.52
H  -0.96  3.51  3.87
H  -1.66  2.04  4.63
H  -0.29  0.60  3.15
H  0.60  2.01  2.58
H  -1.75  2.89  1.68
H  -2.24  1.25  2.00
H  0.28  1.02  0.65
H  -0.79  2.17  -0.26
H  -1.98  -0.45  0.68
H  -2.54  0.70  -0.48
H  -1.42  -0.25  -2.24
H  -1.40  -1.63  -1.18
H  2.59  -2.99  1.20
H  2.78  -4.29  0.05
H  1.75  -4.51  1.55
H  -0.29  -3.26  2.08
H  -1.57  -2.79  0.91
H  -0.29  -1.64  1.47
H  5.08  0.96  -0.29
H  5.58  -1.96  -0.84
H  6.73  -0.59  -0.89
H  5.46  -0.84  -2.15
H  4.56  -1.63  1.21
H  3.82  -0.08  1.70
H  6.76  0.11  1.17
H  5.73  0.90  2.31
H  6.25  -0.79  2.62
H  3.84  2.44  -0.48
H  3.31  2.73  -2.12
H  2.11  4.26  -0.67
H  1.81  2.98  0.48
H  0.90  2.97  -1.02
Cl  -0.76  -1.20  -4.48
C  -1.55  -0.01  -5.52
Cl  -2.14  -0.80  -6.99
Cl  -2.91  0.72  -4.66
Cl  -0.38  1.24  -5.95
Cl  4.62  -4.54  5.74
C  4.89  -3.24  4.58
Cl  6.45  -2.48  4.90
Cl  4.88  -3.91  2.94
Cl  3.60  -2.04  4.72
Cl  -1.44  -4.29  -6.33
C  0.14  -4.24  -7.13
Cl  -0.07  -3.92  -8.85
Cl  1.12  -2.97  -6.38
Cl  0.97  -5.79  -6.91
Cl  -3.99  0.46  8.48
C  -2.72  1.43  7.72
Cl  -1.49  0.35  7.04
Cl  -3.40  2.41  6.42
Cl  -1.99  2.49  8.92
Cl  -5.59  1.61  -6.48
C  -6.58  0.26  -5.92
Cl  -8.11  0.24  -6.81
Cl  -5.73  -1.26  -6.19
Cl  -6.91  0.45  -4.19
Cl  -13.53  0.21  -6.87
C  -12.23  1.25  -7.47
Cl  -10.99  0.26  -8.24
Cl  -12.89  2.40  -8.64
Cl  -11.52  2.13  -6.11
Cl  -0.23  -5.49  -12.70
C  1.20  -6.43  -12.26
Cl  1.30  -6.55  -10.50
Cl  1.09  -8.05  -12.96
Cl  2.65  -5.62  -12.87
Cl  -2.22  5.15  11.77
C  -3.05  6.20  10.61
Cl  -3.70  5.22  9.30
Cl  -4.37  7.05  11.43
Cl  -1.91  7.38  9.96
Cl  0.46  0.56  9.58
C  1.18  0.60  11.19
Cl  1.23  -1.04  11.86
Cl  2.82  1.25  11.10
Cl  0.19  1.62  12.25
Cl  -1.73  -4.22  -3.07
C  -2.61  -5.55  -2.32
Cl  -4.15  -5.78  -3.15
Cl  -1.65  -7.03  -2.44
Cl  -2.91  -5.17  -0.62
Cl  1.81  3.14  -4.68
C  2.25  4.57  -5.62
Cl  3.83  5.16  -5.11
Cl  2.31  4.15  -7.34
Cl  1.04  5.83  -5.37

No. 3
Molecular formula: C33H37ClCuF6IN8O7S2
Method: DFT, ωB97M-V/def2-TZVPD

Summary:
- Net charge: +1
- Lowest unoccupied orbital energy (spin up / spin down): -3.6 / -4.9 eV
- E_HOMO (spin up / spin down): -10.2 / -10.2 eV
- ΔE to the lowest compared entry with this formula, charge and spin: 2.3342 eV
- ⟨S²⟩: 0.752
- Multiplicity: 2

CARTESIAN COORDINATES (ANGSTROEM)
Cu  1.29  -0.13  2.37
F  0.47  4.96  3.32
C  1.16  4.74  2.21
F  2.09  5.67  2.08
F  0.32  4.85  1.18
S  1.86  3.00  2.26
O  0.69  2.17  2.38
O  2.65  2.83  1.08
N  2.70  3.08  3.60
S  2.98  1.72  4.30
O  1.88  0.77  4.19
O  4.26  1.12  4.11
C  2.96  2.15  6.14
F  3.17  1.01  6.80
F  1.79  2.63  6.52
F  3.92  3.01  6.47
O  -4.33  -3.81  3.02
C  -4.26  -2.54  3.62
C  -2.95  -1.90  3.30
C  -2.58  -0.67  3.84
C  -1.34  -0.15  3.53
N  -0.51  -0.78  2.73
C  -0.83  -1.95  2.17
C  -2.05  -2.54  2.45
C  0.19  -2.53  1.28
C  -0.01  -3.69  0.54
C  1.02  -4.16  -0.28
C  0.77  -5.40  -1.10
O  0.29  -6.46  -0.31
C  2.23  -3.47  -0.29
C  2.33  -2.31  0.46
N  1.34  -1.86  1.20
H  -5.10  -4.29  3.36
H  -4.36  -2.62  4.71
H  -5.08  -1.90  3.25
H  -3.24  -0.13  4.50
H  -0.98  0.80  3.92
H  -2.33  -3.49  2.03
H  -0.93  -4.23  0.57
H  1.67  -5.68  -1.67
H  -0.03  -5.20  -1.83
H  0.98  -6.77  0.28
H  3.07  -3.81  -0.88
H  3.24  -1.74  0.47
C  -4.12  0.20  -3.80
C  -2.81  0.42  -4.55
C  -2.36  -0.93  -5.15
C  -3.08  1.39  -5.71
C  -1.66  0.99  -3.63
O  -0.45  1.01  -4.34
C  -2.03  2.38  -3.04
C  -1.32  3.56  -3.73
C  0.17  3.56  -3.52
C  1.05  3.55  -4.59
C  2.42  3.53  -4.39
C  2.91  3.52  -3.09
Cl  4.60  3.47  -2.83
C  2.05  3.56  -2.00
C  0.69  3.59  -2.22
C  -1.41  -0.02  -2.48
N  -0.34  0.32  -1.58
C  -0.42  0.53  -0.26
N  0.80  0.59  0.25
C  1.60  0.46  -0.83
N  0.95  0.27  -1.94
H  -4.89  -0.12  -4.51
H  -4.48  1.11  -3.32
H  -4.04  -0.58  -3.05
H  -2.93  -1.14  -6.05
H  -2.53  -1.75  -4.46
H  -1.31  -0.91  -5.41
H  -3.85  0.96  -6.35
H  -2.20  1.56  -6.32
H  -3.45  2.34  -5.35
H  -0.59  1.45  -5.19
H  -1.77  2.39  -1.98
H  -3.10  2.54  -3.12
H  -1.74  4.47  -3.28
H  -1.55  3.58  -4.79
H  0.67  3.56  -5.60
H  3.10  3.50  -5.22
H  2.44  3.55  -0.99
H  0.03  3.63  -1.37
H  -1.16  -0.97  -2.94
H  -2.32  -0.12  -1.88
H  -1.32  0.62  0.30
H  2.67  0.52  -0.76
I  3.25  -5.87  4.99
C  2.98  -3.82  4.69
C  3.59  -2.77  5.33
N  3.14  -1.66  4.73
N  2.29  -1.92  3.74
C  2.18  -3.24  3.70
H  4.29  -2.75  6.14
H  3.41  -0.70  4.90
H  1.55  -3.76  3.00